Molecular formula: C36H96N8O10
Method: DFT, ωB97M-V with the def2-TZVPD basis set

Geometry (Å):
C1 4.36 0.61 -6.93
O1 3.40 0.25 -5.95
C2 2.88 -1.05 -6.12
C3 1.51 -1.15 -5.40
C4 1.01 -2.59 -5.33
N1 0.57 -0.37 -6.21
H1 4.40 1.70 -6.87
H2 4.07 0.34 -7.94
H3 5.34 0.23 -6.64
H4 2.84 -1.51 -7.11
H5 3.56 -1.74 -5.60
H6 1.71 -0.76 -4.40
H7 -0.02 -2.62 -4.98
H8 1.62 -3.17 -4.64
H9 1.05 -3.14 -6.27
H10 0.47 -0.78 -7.13
H11 0.91 0.58 -6.29
C5 -6.78 3.03 1.19
O2 -5.38 3.13 1.11
C6 -4.68 2.69 2.28
C7 -5.03 3.49 3.52
C8 -5.12 5.02 3.30
N2 -3.91 3.22 4.44
H12 -7.16 3.70 0.41
H13 -7.17 3.45 2.12
H14 -7.14 2.01 1.03
H15 -4.70 1.61 2.47
H16 -3.64 2.86 2.02
H17 -5.92 3.12 4.03
H18 -6.07 5.26 2.81
H19 -4.28 5.54 2.86
H20 -5.35 5.47 4.27
H21 -3.03 3.67 4.16
H22 -4.04 3.69 5.33
C9 1.12 0.10 3.88
O3 0.92 1.50 3.81
C10 2.08 2.30 3.87
C11 1.66 3.77 4.07
C12 2.88 4.67 4.37
N3 0.71 3.84 5.23
H23 1.71 -0.21 4.74
H24 1.62 -0.24 2.96
H25 0.09 -0.24 3.83
H26 2.82 1.88 4.56
H27 2.54 2.26 2.87
H28 1.22 4.09 3.13
H29 2.62 5.72 4.49
H30 3.52 4.59 3.48
H31 3.49 4.26 5.17
H32 0.21 2.95 5.14
H33 1.30 3.78 6.06
C13 0.69 -4.18 3.43
O4 -0.61 -3.90 2.91
C14 -0.72 -4.31 1.54
C15 -2.20 -4.44 1.20
C16 -2.74 -5.89 1.29
N4 -2.55 -3.93 -0.12
H34 1.46 -3.62 2.88
H35 0.86 -5.24 3.60
H36 0.70 -3.75 4.43
H37 -0.19 -3.51 1.01
H38 -0.22 -5.27 1.43
H39 -2.79 -3.87 1.92
H40 -3.64 -6.01 0.69
H41 -2.90 -6.24 2.31
H42 -1.98 -6.56 0.88
H43 -2.29 -3.01 -0.47
H44 -3.52 -3.98 -0.41
C17 5.02 -0.39 2.26
O5 5.90 -0.80 1.25
C18 6.05 -2.21 1.12
C19 6.58 -2.95 2.35
C20 7.96 -2.40 2.65
N5 6.69 -4.39 2.07
H45 4.60 0.62 2.22
H46 5.45 -0.61 3.24
H47 4.06 -0.94 2.24
H48 5.10 -2.64 0.79
H49 6.72 -2.24 0.26
H50 6.00 -2.62 3.22
H51 7.93 -1.30 2.77
H52 8.62 -2.53 1.80
H53 8.39 -2.62 3.63
H54 7.14 -4.51 1.16
H55 7.44 -4.85 2.60
C21 4.78 3.43 0.73
O6 3.46 3.03 0.45
C22 2.64 3.81 -0.42
C23 3.19 3.71 -1.84
C24 2.14 4.20 -2.86
N6 3.42 2.30 -2.22
H56 5.10 3.04 1.69
H57 4.87 4.53 0.66
H58 5.38 3.08 -0.12
H59 1.65 3.36 -0.35
H60 2.54 4.88 -0.18
H61 4.16 4.17 -2.02
H62 2.49 4.01 -3.88
H63 2.11 5.29 -2.84
H64 1.15 3.75 -2.77
H65 3.72 1.81 -1.37
H66 2.59 1.82 -2.53
C25 2.80 -1.37 -0.51
O7 1.43 -1.00 -0.64
C26 0.65 -1.79 -1.51
C27 -0.58 -0.95 -1.89
N7 -1.62 -0.90 -0.84
C28 -1.24 -0.40 0.49
C29 -1.21 1.16 0.51
O8 -2.34 1.53 -0.21
C30 -2.40 2.88 -0.63
H67 3.00 -2.29 -1.06
H68 2.91 -1.50 0.57
H69 3.44 -0.56 -0.87
H70 0.48 -2.76 -1.04
H71 1.10 -1.97 -2.50
H72 -0.98 -1.35 -2.82
H73 -0.27 0.10 -1.87
H74 -2.25 -0.17 -1.15
H75 -0.51 -0.97 1.05
H76 -2.07 -0.58 1.20
H77 -0.23 1.38 0.04
H78 -1.14 1.63 1.49
H79 -3.38 3.01 -1.08
H80 -1.53 3.02 -1.28
H81 -2.37 3.58 0.21
C31 -3.12 -3.68 -4.39
O9 -3.38 -2.34 -4.06
C32 -4.75 -1.99 -4.35
C33 -5.02 -0.75 -3.54
N8 -5.13 -1.09 -2.12
C34 -5.75 -0.05 -1.32
C35 -5.28 -0.16 0.13
O10 -5.91 -1.32 0.61
C36 -5.41 -1.73 1.87
H82 -3.93 -4.38 -4.13
H83 -2.20 -4.12 -4.00
H84 -3.01 -3.81 -5.48
H85 -5.46 -2.80 -4.15
H86 -4.69 -1.84 -5.44
H87 -5.91 -0.25 -3.93
H88 -4.24 0.02 -3.69
H89 -4.17 -1.26 -1.84
H90 -6.84 -0.04 -1.35
H91 -5.30 0.90 -1.67
H92 -5.56 0.66 0.81
H93 -4.18 -0.14 0.24
H94 -4.41 -2.14 1.68
H95 -5.91 -2.52 2.44
H96 -5.29 -0.86 2.52

Its energy relative to the best compared isomer or geometry (same formula, charge and spin) is 309.4 kJ/mol. Its SMILES is COC[C@H](C)N.COC[C@H](C)N.COC[C@H](C)N.COC[C@H](C)N.COC[C@H](C)N.COC[C@H](C)N.COCCNCCOC.COCCNCCOC. Its charge is 0. As for the molar mass: 801.2 g/mol.

Molecular formula: C36H96N9O8
Method: DFT, ωB97M-V with the def2-TZVPD basis set

Geometry (Å):
C1 -2.30 -2.63 -6.45
C2 -3.63 -2.26 -5.79
C3 -3.48 -1.23 -4.66
C4 -4.00 -1.74 -3.34
N1 -4.31 -0.65 -2.38
C5 -3.20 0.20 -2.07
C6 -2.13 -0.51 -1.24
N2 -1.12 0.45 -0.67
C7 -1.27 1.88 -1.07
C8 -2.73 2.31 -1.30
O1 -3.66 1.25 -1.24
H1 -2.45 -2.87 -7.49
H2 -1.61 -1.80 -6.41
H3 -1.84 -3.50 -5.99
H4 -4.24 -1.81 -6.57
H5 -4.13 -3.15 -5.43
H6 -2.42 -0.98 -4.57
H7 -4.03 -0.33 -4.92
H8 -4.93 -2.26 -3.51
H9 -3.32 -2.48 -2.90
H10 -4.62 -1.07 -1.51
H11 -2.76 0.62 -2.98
H12 -1.66 -1.33 -1.76
H13 -2.67 -0.93 -0.39
H14 -1.05 0.37 0.34
H15 -0.20 0.16 -1.01
H16 -0.88 2.48 -0.26
H17 -0.66 2.11 -1.93
H18 -3.04 3.05 -0.56
H19 -2.80 2.80 -2.27
C9 2.08 6.36 2.48
C10 1.90 5.70 1.11
C11 0.44 5.45 0.73
O2 -0.15 4.34 1.39
C12 -0.66 4.61 2.69
N3 2.71 4.47 1.06
H20 1.93 5.66 3.30
H21 3.10 6.74 2.58
H22 1.39 7.20 2.60
H23 2.30 6.39 0.36
H24 0.41 5.20 -0.33
H25 -0.18 6.34 0.87
H26 -1.07 5.62 2.76
H27 0.11 4.47 3.46
H28 -1.46 3.89 2.90
H29 2.67 4.09 0.12
H30 2.25 3.78 1.64
C13 3.96 2.99 8.14
C14 2.94 4.11 7.99
C15 2.44 4.30 6.55
O3 3.36 4.96 5.69
C16 4.36 4.13 5.12
N4 3.51 5.35 8.54
H31 4.95 3.28 7.77
H32 4.09 2.74 9.19
H33 3.64 2.09 7.62
H34 2.07 3.85 8.59
H35 1.56 4.95 6.58
H36 2.13 3.34 6.11
H37 3.97 3.12 4.91
H38 5.23 4.05 5.77
H39 4.67 4.58 4.18
H40 2.80 6.08 8.54
H41 4.22 5.68 7.89
C17 5.67 -0.43 -1.03
C18 4.73 0.55 -0.34
C19 3.27 0.08 -0.31
O4 2.57 0.21 -1.55
C20 2.79 -0.84 -2.48
N5 4.89 1.87 -0.94
H42 5.58 -0.39 -2.12
H43 6.71 -0.18 -0.80
H44 5.50 -1.45 -0.71
H45 5.05 0.62 0.70
H46 2.73 0.70 0.40
H47 3.20 -0.96 0.04
H48 2.92 -1.80 -1.98
H49 3.67 -0.64 -3.10
H50 1.92 -0.89 -3.13
H51 4.36 2.56 -0.41
H52 4.45 1.86 -1.86
C21 -5.23 -8.12 -7.46
C22 -3.86 -7.47 -7.40
C23 -3.43 -7.03 -6.00
O5 -4.05 -5.84 -5.53
C24 -5.34 -6.01 -4.97
N6 -3.82 -6.36 -8.37
H53 -6.04 -7.39 -7.37
H54 -5.37 -8.64 -8.41
H55 -5.35 -8.86 -6.66
H56 -3.13 -8.21 -7.73
H57 -2.36 -6.81 -6.02
H58 -3.57 -7.84 -5.27
H59 -5.41 -6.96 -4.43
H60 -6.12 -5.96 -5.73
H61 -5.50 -5.20 -4.26
H62 -2.88 -5.99 -8.42
H63 -4.37 -5.60 -7.99
C25 0.64 -9.10 -5.65
C26 -0.52 -9.43 -4.73
C27 -0.11 -10.16 -3.44
O6 0.19 -11.53 -3.61
C28 1.51 -11.82 -4.04
N7 -1.53 -10.18 -5.49
H64 1.01 -9.98 -6.19
H65 0.33 -8.38 -6.41
H66 1.48 -8.67 -5.09
H67 -0.98 -8.49 -4.42
H68 -0.96 -10.13 -2.75
H69 0.72 -9.64 -2.95
H70 2.23 -11.11 -3.62
H71 1.58 -11.81 -5.13
H72 1.76 -12.82 -3.69
H73 -2.36 -10.31 -4.91
H74 -1.18 -11.12 -5.63
C29 -7.29 5.35 -2.36
C30 -8.43 5.00 -1.40
C31 -7.97 4.36 -0.09
O7 -7.59 3.00 -0.19
C32 -6.27 2.76 -0.64
N8 -9.41 4.17 -2.11
H75 -6.89 4.46 -2.85
H76 -7.65 6.02 -3.14
H77 -6.48 5.85 -1.83
H78 -8.93 5.94 -1.13
H79 -8.80 4.37 0.61
H80 -7.15 4.94 0.37
H81 -5.58 3.53 -0.27
H82 -6.22 2.72 -1.73
H83 -5.95 1.80 -0.26
H84 -10.22 4.03 -1.52
H85 -9.01 3.24 -2.22
C33 8.95 4.88 11.31
C34 7.64 5.32 10.66
C35 6.79 4.16 10.13
O8 7.26 3.59 8.91
C36 8.28 2.63 9.05
N9 7.94 6.31 9.62
H86 9.70 4.58 10.58
H87 9.37 5.70 11.89
H88 8.78 4.04 12.00
H89 7.04 5.81 11.42
H90 5.79 4.54 9.90
H91 6.67 3.37 10.88
H92 8.16 2.03 9.96
H93 9.27 3.09 9.05
H94 8.23 1.96 8.19
H95 7.07 6.68 9.25
H96 8.35 5.81 8.83

Its charge is +1. As for the molar mass: 783.2 g/mol.

Calculated HOMO level, -0.296, -0.373 Ha (same order as the records).
Calculated DFT total energy, -2619.3252, -2523.5442 a.u. (same order as the records).
Calculated Kohn-Sham gap, 8.750, 7.044 eV (same order as the records).